# 1
8 unconnected molecules or ions with the total composition C44H100F6N6O4, computed with wB97M-V/def2-TZVPD.

The geometry in XYZ format:
```
160
Properties=species:S:1:pos:R:3
F 12.384 2.001 1.555
F 7.583 -6.369 -0.118
F 10.458 2.498 0.712
F 9.731 -6.350 0.141
F 8.822 -5.217 -1.461
F 11.229 3.597 2.434
O 10.836 0.256 2.901
O 9.304 1.877 3.203
O 8.078 -4.548 1.874
O 9.001 -3.309 0.233
N 9.840 4.236 -2.135
N 12.975 3.170 7.903
N 7.377 -2.147 5.716
N 8.175 5.481 5.636
N 3.982 3.372 5.053
N 13.835 -2.464 1.893
C 9.487 -2.848 4.663
C 7.420 6.724 5.727
C 5.164 3.767 5.824
C 8.548 -4.421 0.781
C 3.034 4.468 4.879
C 8.607 5.247 8.085
C 8.670 -5.606 -0.198
C 12.525 4.564 7.987
C 8.026 2.758 -3.007
C 7.884 5.302 3.172
C 10.333 5.584 -1.990
C 12.494 -2.939 2.139
C 12.946 3.030 5.338
C 8.977 -0.938 0.070
C 12.427 -4.438 2.424
C 8.739 1.160 5.402
C 10.873 3.200 -2.252
C 8.839 5.231 4.354
C 7.317 -1.832 8.172
C 13.726 2.939 6.677
C 8.402 1.018 3.924
C 11.918 2.168 8.066
C 8.740 4.092 -3.077
C 13.757 -1.058 1.481
C 3.193 1.863 3.248
C 9.075 -2.109 1.012
C 3.451 5.609 3.948
C 10.416 1.365 2.723
C 7.536 -2.799 7.017
C 14.471 -2.130 4.295
C 4.351 2.690 3.811
C 11.405 2.065 9.508
C 11.160 2.397 1.865
C 11.263 5.798 -0.811
C 7.969 -2.964 4.648
C 5.939 -1.990 5.455
C 9.177 5.257 6.677
C 15.067 -0.457 1.014
C 5.697 -1.030 4.286
C 8.268 8.005 5.714
C 14.832 -2.728 2.940
C 12.445 5.112 9.414
C 4.839 3.895 7.304
C 11.605 3.175 -3.585
H 2.553 6.160 3.667
H 13.332 4.801 9.965
H 9.903 -2.962 5.660
H 10.014 -2.067 1.562
H 14.907 0.424 0.387
H 9.654 5.960 4.191
H 13.056 -0.989 0.643
H 15.738 -0.155 1.818
H 7.131 4.510 3.235
H 6.350 -1.343 8.202
H 6.010 3.102 5.667
H 2.109 4.009 4.521
H 3.561 1.283 2.400
H 5.519 4.761 5.515
H 6.656 6.722 4.955
H 9.833 -0.915 -0.611
H 12.285 1.181 7.790
H 11.923 2.703 5.549
H 12.252 5.353 -0.946
H 2.909 1.134 4.009
H 6.341 -1.166 3.421
H 8.426 5.149 2.234
H 4.674 -1.059 3.908
H 6.916 6.712 6.696
H 9.937 6.062 6.690
H 2.335 2.472 2.978
H 11.989 -2.359 2.931
H 11.070 2.434 7.416
H 15.565 -1.156 0.336
H 15.789 -2.383 2.560
H 14.249 1.981 6.697
H 7.330 6.228 3.012
H 12.317 2.346 -3.621
H 10.810 5.965 -2.913
H 10.920 2.930 -4.402
H 7.420 1.471 3.803
H 7.577 -2.689 3.673
H 8.182 0.515 6.083
H 6.850 -3.654 7.141
H 9.780 0.868 5.582
H 13.351 2.331 4.607
H 5.876 -0.050 4.730
H 7.655 -4.020 4.705
H 5.431 -1.533 6.308
H 5.612 4.469 7.830
H 4.114 6.324 4.446
H 7.099 2.891 -3.572
H 11.539 4.809 9.933
H 8.448 -0.008 3.573
H 14.534 3.677 6.653
H 13.261 5.160 7.450
H 14.423 -1.042 4.196
H 9.761 4.379 6.402
H 12.399 6.204 9.417
H 4.849 2.938 7.834
H 11.873 -2.779 1.254
H 4.008 5.303 3.064
H 12.889 4.024 4.899
H 8.050 4.919 -2.874
H 10.770 1.180 9.588
H 9.330 4.260 4.390
H 3.919 4.414 7.570
H 12.713 -4.684 3.449
H 8.131 6.178 8.377
H 7.613 8.877 5.738
H 9.470 6.242 -1.842
H 8.614 2.186 5.755
H 10.791 2.914 9.800
H 13.277 -0.484 2.287
H 14.824 -3.820 2.992
H 7.602 -2.280 9.131
H 13.536 -2.539 4.678
H 9.096 4.337 -4.094
H 9.926 -3.586 3.986
H 7.684 2.533 -1.995
H 11.440 6.859 -0.632
H 2.771 4.878 5.853
H 11.570 3.418 -1.443
H 5.416 -2.960 5.397
H 8.147 -1.041 -0.633
H 4.770 3.356 3.043
H 12.998 -5.032 1.713
H 8.622 1.942 -3.407
H 7.851 4.464 8.222
H 8.927 8.020 6.581
H 9.844 -1.891 4.268
H 10.846 5.372 0.104
H 15.218 -2.326 5.068
H 5.162 2.013 4.090
H 10.414 2.243 -2.004
H 8.274 -2.094 1.753
H 8.116 -1.075 8.171
H 12.128 4.103 -3.805
H 11.385 -4.768 2.344
H 9.385 4.926 8.783
H 8.902 -0.014 0.639
H 8.888 8.084 4.819
H 11.536 4.636 7.519
H 8.541 -3.207 7.118
H 12.242 2.001 10.202
```

As for the spin multiplicity: 1. Its energy above the lowest of the compared OMol25 structures with the same formula, charge and spin is 0.000 eV. Its structure (SMILES) is CCOC(=O)C(F)(F)F.CCOC(=O)C(F)(F)F.CCN(CC)CC.CCN(CC)CC.CCN(CC)CC.CCN(CC)CC.CCN(CC)CC.CCN(CC)CC.

# 2
2 unconnected molecules or ions with the total composition C5H12N4, computed with wB97M-V/def2-TZVPD.

The geometry in XYZ format:
```
21
Properties=species:S:1:pos:R:3
N -2.118 -0.998 -1.245
N 3.275 4.869 1.642
N -0.902 -1.402 -1.050
N -0.106 -0.633 -0.401
C -0.532 -2.744 -1.509
C -0.862 -3.924 -0.452
C 2.220 4.425 1.577
C 0.513 2.755 1.460
C 0.951 4.000 1.731
H 0.089 -4.084 0.013
H -0.532 2.469 1.964
H -2.362 -0.095 -0.873
H 0.850 -0.854 -0.416
H -1.618 -3.607 0.227
H 0.392 4.818 2.224
H 0.974 1.943 0.929
H -1.187 -2.922 -2.443
H -1.159 -4.807 -0.978
H -2.679 -1.405 -1.896
H 0.575 -2.806 -1.876
H 4.216 5.002 1.371
```

As for the net charge: +2. As for the spin multiplicity: 3. Its energy above the lowest of the compared OMol25 structures with the same formula, charge and spin is 1.180 eV.

# 3
A molecular structure, C9H21ClIO3P2Ti, computed with wB97M-V/def2-TZVPD.

The geometry in XYZ format:
```
38
Properties=species:S:1:pos:R:3
I -3.362 -0.706 -0.506
Ti 1.659 -0.399 1.262
Cl 1.711 -1.552 3.123
P 1.408 -2.043 -0.611
P -0.248 2.340 1.917
O 0.718 1.253 1.439
O -2.264 -1.140 -3.236
O -3.164 1.870 -2.216
C 2.241 -3.396 0.342
C -1.795 1.614 2.478
C -0.749 3.468 0.594
C -2.818 0.768 -1.931
C -0.084 -2.947 -1.259
C 2.287 -2.175 -2.228
C 0.446 3.367 3.207
C -1.833 -0.260 -2.474
C -0.390 0.111 -2.256
H 0.146 3.889 0.100
H -0.235 1.177 -2.369
H 3.173 -3.028 0.802
H 2.339 -3.240 -2.499
H 0.318 -3.803 -1.840
H -1.575 0.956 3.341
H -1.332 4.254 1.085
H 0.787 2.748 4.043
H 1.733 -1.640 -3.005
H -0.336 4.063 3.542
H -0.167 -0.187 -1.216
H 3.298 -1.760 -2.143
H -0.666 -2.302 -1.932
H -1.386 2.948 -0.143
H 0.278 -0.405 -2.952
H 1.557 -3.762 1.128
H -0.732 -3.264 -0.429
H -2.261 1.017 1.671
H 2.455 -4.182 -0.401
H -2.460 2.439 2.764
H 1.303 3.911 2.805
```

As for the net charge: +3. As for the spin multiplicity: 1. Its energy above the lowest of the compared OMol25 structures with the same formula, charge and spin is 0.000 eV.

# 4
2 unconnected molecules or ions with the total composition C5H9NO, computed with wB97M-V/def2-TZVPD.

The geometry in XYZ format:
```
16
Properties=species:S:1:pos:R:3
O -0.423 -3.216 -0.351
N -1.025 0.973 -0.207
C 1.177 0.705 -0.406
C -0.058 -0.041 1.844
C 0.638 1.127 -1.627
C 0.087 0.419 0.423
C -0.616 1.641 -1.361
H -1.356 2.307 -1.781
H -1.764 1.250 0.422
H 0.218 -3.063 0.351
H 0.167 -3.201 -1.107
H 0.951 0.099 2.265
H -0.562 -1.008 1.954
H 1.123 1.052 -2.594
H 2.180 0.344 -0.243
H -0.738 0.613 2.418
```

As for the spin multiplicity: 1. Its energy above the lowest of the compared OMol25 structures with the same formula, charge and spin is 1.942 eV. Its structure (SMILES) is Cc1ccc[nH]1.O.